{
  "formula": "C5H13NO",
  "method": "ωB97M-V with the def2-TZVPD basis set",
  "elements": ["C", "N", "C", "C", "C", "C", "H", "H", "H", "H", "H", "H", "H", "H", "H", "H", "H", "H", "H", "O"],
  "positions_angstrom": [[1.729, 1.117, -0.186], [2.908, 0.182, -0.173], [-1.680, 1.227, -1.290], [-1.380, -1.400, 0.477], [-2.017, -0.124, 0.864], [-1.702, 1.078, 0.095], [0.864, 0.359, 0.099], [1.637, 1.924, 0.535], [1.373, 1.386, -1.268], [2.572, -0.801, 0.058], [-1.162, 2.049, -1.793], [-1.758, 0.271, -1.900], [-0.655, -1.750, 1.246], [-2.160, -2.182, 0.389], [-0.751, -1.283, -0.413], [-2.359, -0.011, 1.892], [-1.702, 1.947, 0.764], [3.478, 0.529, 0.577], [1.389, -2.646, 0.279], [1.375, -1.874, -0.253]],
  "gap_ev": 3.993,
  "multiplicity": 1,
  "molar_mass_g_mol": 103.16,
  "e_above_lowest_kj_mol": 754.01,
  "e_lumo_ev": -3.27,
  "total_energy_ev": -8926.1961,
  "e_homo_ev": -7.27
}